{
  "formula": "C78H195N13",
  "method": "the ωB97M-V functional and the def2-TZVPD basis",
  "elements": ["C", "C", "N", "C", "C", "C", "C", "H", "H", "H", "H", "H", "H", "H", "H", "H", "H", "H", "H", "H", "H", "H", "C", "C", "N", "C", "C", "C", "C", "H", "H", "H", "H", "H", "H", "H", "H", "H", "H", "H", "H", "H", "H", "H", "C", "C", "N", "C", "C", "C", "C", "H", "H", "H", "H", "H", "H", "H", "H", "H", "H", "H", "H", "H", "H", "H", "C", "C", "N", "C", "C", "C", "C", "H", "H", "H", "H", "H", "H", "H", "H", "H", "H", "H", "H", "H", "H", "H", "C", "C", "N", "C", "C", "C", "C", "H", "H", "H", "H", "H", "H", "H", "H", "H", "H", "H", "H", "H", "H", "H", "C", "C", "N", "C", "C", "C", "C", "H", "H", "H", "H", "H", "H", "H", "H", "H", "H", "H", "H", "H", "H", "H", "C", "C", "N", "C", "C", "C", "C", "H", "H", "H", "H", "H", "H", "H", "H", "H", "H", "H", "H", "H", "H", "H", "C", "C", "N", "C", "C", "C", "C", "H", "H", "H", "H", "H", "H", "H", "H", "H", "H", "H", "H", "H", "H", "H", "C", "C", "N", "C", "C", "C", "C", "H", "H", "H", "H", "H", "H", "H", "H", "H", "H", "H", "H", "H", "H", "H", "C", "C", "N", "C", "C", "C", "C", "H", "H", "H", "H", "H", "H", "H", "H", "H", "H", "H", "H", "H", "H", "H", "C", "C", "N", "C", "C", "C", "C", "H", "H", "H", "H", "H", "H", "H", "H", "H", "H", "H", "H", "H", "H", "H", "C", "C", "N", "C", "C", "C", "C", "H", "H", "H", "H", "H", "H", "H", "H", "H", "H", "H", "H", "H", "H", "H", "C", "C", "N", "C", "C", "C", "C", "H", "H", "H", "H", "H", "H", "H", "H", "H", "H", "H", "H", "H", "H", "H"],
  "xyz": [[1.700, 10.514, -10.778], [0.238, 10.447, -10.415], [-0.566, 11.494, -11.077], [-0.801, 11.105, -12.464], [-1.381, 12.236, -13.312], [-1.873, 11.677, -10.373], [-1.676, 12.502, -9.126], [2.039, 11.543, -10.895], [1.851, 10.016, -11.736], [2.267, 9.959, -10.029], [-0.246, 9.478, -10.532], [0.277, 10.519, -9.328], [0.086, 10.684, -12.938], [-1.526, 10.291, -12.491], [-0.742, 13.111, -13.433], [-1.545, 11.951, -14.351], [-2.362, 12.525, -12.935], [-2.306, 10.696, -10.180], [-2.600, 12.251, -10.948], [-1.343, 13.503, -9.397], [-0.890, 12.083, -8.497], [-2.623, 12.714, -8.630], [1.216, 8.330, -17.467], [0.753, 9.700, -17.938], [0.326, 9.749, -19.355], [1.335, 9.253, -20.329], [2.711, 9.931, -20.301], [-1.014, 9.140, -19.526], [-2.117, 9.829, -18.806], [0.548, 7.510, -17.732], [1.185, 8.299, -16.378], [2.230, 8.085, -17.783], [-0.049, 10.062, -17.294], [1.591, 10.384, -17.803], [1.466, 8.171, -20.295], [0.900, 9.417, -21.315], [2.460, 10.932, -20.650], [3.152, 9.975, -19.305], [3.442, 9.477, -20.971], [-0.995, 8.073, -19.302], [-1.271, 9.212, -20.583], [-2.083, 9.634, -17.735], [-3.035, 9.397, -19.205], [-2.317, 10.881, -19.009], [-1.869, 6.546, -14.927], [-2.310, 8.001, -14.590], [-3.594, 8.159, -13.882], [-4.105, 9.518, -13.701], [-4.343, 10.275, -15.036], [-3.731, 7.321, -12.676], [-2.793, 7.687, -11.524], [-1.100, 6.523, -15.700], [-2.765, 5.952, -15.108], [-1.408, 6.116, -14.038], [-1.513, 8.605, -14.157], [-2.544, 8.514, -15.523], [-5.090, 9.423, -13.244], [-3.557, 10.189, -13.039], [-4.851, 9.618, -15.741], [-4.970, 11.159, -14.915], [-3.381, 10.564, -15.459], [-3.628, 6.256, -12.884], [-4.763, 7.449, -12.349], [-1.776, 7.333, -11.689], [-3.144, 7.153, -10.641], [-2.656, 8.740, -11.278], [-5.565, 13.024, -12.984], [-6.376, 14.237, -12.445], [-6.532, 14.094, -11.012], [-7.769, 14.730, -10.491], [-9.041, 14.196, -11.069], [-5.351, 14.564, -10.332], [-5.306, 14.107, -8.841], [-5.475, 13.060, -14.070], [-5.985, 12.063, -12.688], [-4.518, 13.059, -12.684], [-5.967, 15.182, -12.802], [-7.328, 14.236, -12.975], [-7.763, 15.773, -10.809], [-7.838, 14.570, -9.415], [-9.215, 14.491, -12.104], [-9.957, 14.544, -10.591], [-9.001, 13.108, -11.112], [-4.484, 14.204, -10.885], [-5.346, 15.654, -10.333], [-5.982, 14.610, -8.149], [-5.456, 13.028, -8.813], [-4.338, 14.379, -8.420], [-2.573, 18.222, -13.180], [-1.941, 16.898, -12.854], [-1.265, 16.928, -11.551], [-2.198, 17.186, -10.434], [-1.534, 17.408, -9.071], [-0.645, 15.601, -11.386], [0.595, 15.340, -12.367], [-2.803, 18.302, -14.242], [-1.930, 19.103, -13.176], [-3.499, 18.500, -12.675], [-2.717, 16.132, -12.861], [-1.210, 16.780, -13.654], [-2.827, 18.034, -10.705], [-2.973, 16.421, -10.408], [-0.640, 17.997, -9.275], [-2.162, 18.036, -8.438], [-1.197, 16.504, -8.563], [-1.344, 14.776, -11.518], [-0.274, 15.472, -10.369], [0.950, 14.317, -12.244], [1.409, 16.005, -12.078], [0.379, 15.528, -13.418], [-5.890, 10.535, -10.311], [-5.480, 10.048, -8.870], [-5.066, 8.642, -8.770], [-6.275, 7.874, -8.837], [-6.024, 6.363, -9.199], [-4.360, 8.329, -7.538], [-2.894, 8.823, -7.556], [-6.940, 10.284, -10.454], [-5.286, 10.128, -11.122], [-5.827, 11.620, -10.403], [-4.573, 10.585, -8.593], [-6.214, 10.397, -8.144], [-6.788, 7.926, -7.876], [-6.979, 8.276, -9.565], [-5.523, 5.867, -8.368], [-6.977, 5.845, -9.306], [-5.371, 6.256, -10.065], [-4.387, 7.249, -7.395], [-4.919, 8.606, -6.644], [-2.435, 8.318, -6.707], [-2.858, 9.912, -7.520], [-2.417, 8.476, -8.472], [6.407, 9.337, -11.339], [7.164, 8.022, -11.386], [8.621, 8.157, -11.589], [9.341, 9.264, -10.925], [9.536, 9.076, -9.423], [9.303, 6.859, -11.436], [10.747, 6.853, -11.976], [6.631, 9.880, -10.421], [5.338, 9.130, -11.302], [6.664, 9.946, -12.206], [6.981, 7.460, -10.470], [6.789, 7.455, -12.238], [10.317, 9.421, -11.384], [8.814, 10.209, -11.062], [10.171, 9.813, -8.931], [8.557, 9.126, -8.947], [10.038, 8.135, -9.199], [8.801, 6.088, -12.020], [9.264, 6.514, -10.402], [10.802, 6.999, -13.055], [11.172, 5.857, -11.856], [11.420, 7.571, -11.507], [-4.665, 12.894, -17.880], [-4.771, 14.427, -18.067], [-4.930, 15.009, -16.684], [-3.793, 14.821, -15.781], [-2.477, 15.431, -16.281], [-5.454, 16.355, -16.790], [-5.990, 16.921, -15.498], [-5.413, 12.604, -17.141], [-3.688, 12.560, -17.531], [-4.811, 12.399, -18.840], [-3.910, 14.840, -18.592], [-5.689, 14.624, -18.621], [-3.725, 13.749, -15.599], [-4.052, 15.271, -14.822], [-2.661, 16.468, -16.559], [-2.169, 14.836, -17.141], [-1.697, 15.454, -15.520], [-4.728, 17.005, -17.277], [-6.296, 16.321, -17.482], [-5.205, 17.207, -14.798], [-6.533, 17.826, -15.772], [-6.648, 16.227, -14.976], [0.636, 5.898, -10.564], [1.558, 5.863, -11.817], [2.702, 6.753, -11.774], [3.666, 6.520, -10.693], [4.574, 5.310, -10.825], [3.383, 7.088, -13.041], [2.362, 7.621, -13.995], [0.488, 6.910, -10.188], [1.106, 5.327, -9.764], [-0.396, 5.592, -10.737], [1.915, 4.835, -11.872], [0.948, 6.086, -12.692], [4.269, 7.425, -10.614], [3.153, 6.550, -9.732], [3.994, 4.388, -10.865], [5.275, 5.402, -11.655], [5.157, 5.298, -9.903], [3.849, 6.184, -13.431], [4.152, 7.855, -12.948], [1.717, 6.866, -14.443], [2.904, 8.077, -14.824], [1.783, 8.444, -13.576], [-3.097, 15.770, -5.947], [-3.688, 14.493, -5.395], [-2.789, 13.291, -5.557], [-1.333, 13.460, -5.260], [-1.055, 13.784, -3.738], [-3.307, 12.095, -4.947], [-4.722, 11.703, -5.446], [-2.308, 16.157, -5.303], [-3.890, 16.508, -6.067], [-2.722, 15.596, -6.956], [-3.855, 14.657, -4.330], [-4.669, 14.413, -5.862], [-0.782, 12.576, -5.580], [-0.987, 14.254, -5.921], [-1.551, 14.697, -3.411], [-1.349, 12.966, -3.082], [0.006, 13.970, -3.571], [-3.303, 12.120, -3.857], [-2.589, 11.289, -5.099], [-5.368, 12.550, -5.216], [-5.076, 10.788, -4.970], [-4.805, 11.638, -6.530], [5.196, 16.609, -8.628], [4.146, 15.549, -8.436], [4.430, 14.244, -9.068], [4.384, 14.372, -10.521], [4.901, 13.098, -11.256], [3.647, 13.116, -8.543], [2.163, 13.442, -8.588], [4.982, 17.462, -7.984], [5.312, 16.902, -9.671], [6.123, 16.148, -8.285], [4.059, 15.365, -7.365], [3.180, 15.970, -8.712], [3.354, 14.570, -10.819], [4.896, 15.248, -10.918], [5.822, 12.806, -10.752], [4.200, 12.264, -11.281], [5.135, 13.270, -12.307], [3.932, 12.960, -7.502], [3.823, 12.207, -9.118], [1.903, 14.253, -7.907], [1.557, 12.574, -8.327], [1.809, 13.744, -9.574], [0.333, 9.676, -4.560], [1.076, 9.838, -5.895], [2.430, 10.384, -5.667], [2.366, 11.835, -5.327], [3.690, 12.403, -4.872], [3.463, 10.070, -6.727], [3.659, 8.605, -7.083], [-0.541, 9.046, -4.722], [-0.016, 10.662, -4.254], [0.932, 9.188, -3.791], [1.143, 8.838, -6.323], [0.486, 10.386, -6.629], [1.662, 11.981, -4.507], [1.949, 12.453, -6.122], [4.084, 11.810, -4.047], [3.746, 13.453, -4.584], [4.396, 12.349, -5.700], [3.211, 10.613, -7.638], [4.449, 10.435, -6.440], [2.727, 8.214, -7.493], [4.408, 8.411, -7.852], [3.967, 8.046, -6.200], [0.525, 13.474, -16.639], [1.418, 12.845, -15.574], [2.842, 13.172, -15.579], [3.595, 12.318, -14.686], [3.842, 10.905, -15.306], [3.056, 14.613, -15.410], [4.493, 15.068, -15.632], [-0.365, 12.847, -16.696], [0.982, 13.481, -17.628], [0.196, 14.490, -16.424], [1.111, 13.087, -14.557], [1.353, 11.763, -15.685], [4.565, 12.760, -14.461], [3.037, 12.121, -13.771], [4.507, 11.043, -16.159], [4.405, 10.353, -14.552], [2.912, 10.441, -15.635], [2.765, 14.898, -14.399], [2.444, 15.177, -16.115], [5.089, 14.700, -14.797], [4.542, 16.157, -15.641], [4.928, 14.726, -16.571]],
  "atomic_forces_ev_per_a": [[-0.1, -0.8, -1.0], [-0.3, 0.7, 0.7], [-0.4, 0.1, 0.4], [-0.4, 0.3, -0.4], [0.0, 0.1, -0.4], [0.9, 0.3, -0.1], [0.1, 0.5, 0.0], [0.0, 0.0, 0.3], [0.4, 0.0, -0.1], [0.3, 0.1, -0.1], [0.2, -0.5, -0.6], [-0.7, 0.8, 0.2], [0.3, 0.3, 0.2], [-0.2, -0.4, 0.0], [0.1, 0.1, 0.6], [-0.1, -0.5, -0.1], [0.1, 0.2, 0.0], [-0.3, -0.3, 0.2], [0.2, -0.3, -0.6], [0.3, 0.0, -0.3], [-0.4, 0.0, 0.4], [0.1, -0.6, 0.5], [-0.2, -0.3, 0.7], [0.4, -0.3, -0.8], [0.2, 0.2, 0.3], [-0.5, -0.5, 0.2], [-1.1, 0.6, 0.2], [1.5, 0.7, -1.2], [-1.3, -0.2, 0.5], [-0.1, 0.0, -0.4], [0.3, 0.1, 0.1], [0.0, 0.0, -0.1], [-0.1, 0.1, -0.2], [0.0, 0.2, 0.0], [-0.1, -0.5, 0.4], [-0.1, 0.2, -0.1], [0.7, 0.3, 0.2], [0.0, 0.0, 0.0], [-0.3, -0.1, -0.1], [-0.1, -0.3, 0.2], [0.3, -0.1, -0.3], [-0.2, 0.2, 0.1], [-0.2, -0.4, 0.3], [0.9, 0.2, 0.0], [-0.4, 1.0, 1.5], [-0.9, 0.6, -1.0], [0.3, -1.3, 0.5], [-0.8, 0.1, -1.0], [0.4, -0.7, 0.3], [0.0, 1.3, 0.0], [0.4, -0.6, 0.3], [-0.4, 0.0, -0.2], [0.2, -0.1, -0.6], [0.1, -0.2, 0.1], [0.4, -0.2, 0.4], [0.4, -0.1, -0.4], [-0.1, -0.2, 0.2], [0.5, -0.1, 0.3], [0.0, -0.1, -0.1], [0.2, 0.0, 0.2], [-0.1, 0.2, -0.2], [0.2, 0.0, -0.4], [-0.1, 0.0, 0.1], [0.1, -0.2, -0.3], [0.0, 0.2, 0.3], [-0.6, 0.1, -0.1], [0.2, 0.9, -0.4], [0.0, -1.5, -0.9], [-1.3, 0.0, 0.1], [0.5, 0.0, -0.6], [-0.7, -0.9, -1.2], [-0.5, 0.0, 1.5], [0.6, 0.2, -0.7], [-0.4, 0.1, -0.2], [-0.1, 0.2, 0.1], [0.0, -0.1, 0.4], [0.7, 0.4, 0.4], [-0.3, -0.3, 0.4], [0.3, 0.7, 0.8], [0.4, 0.4, 0.0], [0.3, 0.2, -0.2], [0.3, -0.1, 0.6], [-0.3, -0.2, 0.3], [0.1, 0.0, 0.2], [0.3, 0.5, -0.2], [-0.5, 0.0, -0.4], [0.1, 0.0, 0.3], [0.3, -0.3, -0.1], [-0.7, 1.4, -1.2], [0.1, 1.6, 0.6], [0.3, -1.1, 0.1], [-0.4, 0.0, -0.6], [0.4, 0.4, -0.9], [1.7, -0.1, -0.8], [-0.9, 0.6, 1.2], [-0.5, -0.7, -0.3], [0.6, -0.2, 0.9], [0.1, -0.2, 0.2], [-0.1, -0.5, -0.3], [0.0, -0.6, 0.3], [0.5, 0.5, 0.1], [0.0, -0.8, 0.3], [0.2, 0.1, 0.1], [-0.1, -0.4, 0.2], [-0.3, 0.0, 0.0], [-0.5, -0.1, -0.2], [0.1, 0.2, 0.1], [-0.1, -0.1, 0.0], [0.0, 0.1, 0.0], [-0.1, -0.1, 0.1], [-0.2, -0.4, 1.2], [2.0, 0.9, -1.2], [-1.1, 0.7, -0.3], [-0.3, -2.2, -0.6], [-0.1, 0.9, 0.9], [0.6, -0.2, -0.4], [-1.2, -0.6, 0.2], [0.0, -0.1, -0.4], [0.1, -0.3, 0.3], [0.0, 0.0, 0.3], [0.1, 0.4, -0.1], [-0.5, -0.4, 0.2], [-0.3, -0.1, 0.4], [0.3, 0.2, -0.1], [0.1, -0.1, 0.0], [0.0, 0.0, -0.3], [-0.3, 0.1, -0.2], [0.4, -0.2, -0.5], [-0.1, 0.9, 0.3], [0.5, 0.5, 0.1], [0.3, -0.1, 0.3], [0.0, 0.0, 0.0], [0.2, -0.2, 0.3], [0.9, 0.4, 0.0], [0.4, 0.1, -0.4], [-0.2, -0.1, 0.4], [0.0, -0.2, 0.2], [0.4, 0.6, -0.8], [-0.1, -0.3, 0.1], [0.1, 0.2, -0.1], [0.0, 0.1, -0.2], [-0.2, 0.1, 0.0], [-0.3, -0.3, 0.2], [0.0, -0.3, 0.1], [-0.1, -0.2, -0.3], [-0.2, -0.1, -0.3], [-0.1, 0.4, -0.3], [0.0, -0.3, 0.3], [-0.3, -0.2, 0.0], [-0.5, 0.2, 0.0], [0.2, -0.1, 0.3], [-0.4, 0.4, 0.0], [0.0, -0.1, 0.4], [-0.1, -0.1, 0.1], [0.3, 0.5, -0.6], [0.0, -1.0, 2.2], [-0.5, -0.3, -1.2], [-0.2, 0.3, -0.1], [-0.6, -0.3, 0.1], [-0.1, -0.4, -0.1], [0.3, 0.5, 0.1], [-0.1, -0.2, -0.2], [0.1, 0.2, 0.1], [-0.2, -0.2, 0.1], [0.1, 0.1, -0.2], [0.1, 0.2, 0.0], [0.3, 0.0, 0.0], [-0.1, 0.0, 0.1], [0.1, 0.0, -0.3], [0.4, 0.3, -0.1], [0.0, -0.3, 0.0], [0.2, 0.6, 0.1], [0.0, -0.2, -0.1], [0.1, 0.1, 0.0], [-0.2, 0.1, 0.3], [-0.1, -0.1, -0.2], [0.6, 0.8, 0.0], [-0.3, -0.2, 0.4], [0.8, 1.3, 0.9], [-0.6, 0.6, -0.3], [-0.1, 0.2, 0.6], [-1.5, -0.9, 0.7], [0.3, 0.5, -1.4], [0.4, 0.3, 0.0], [-0.3, -0.1, 0.1], [0.2, -0.6, -0.3], [-0.1, -0.5, -0.5], [0.2, 0.0, 0.0], [0.3, 0.1, -0.3], [-0.3, -0.5, 0.0], [0.2, -0.1, -0.2], [-0.2, -0.2, -0.1], [0.2, -0.3, 0.0], [0.3, -0.1, -0.4], [0.1, -0.1, 0.7], [-0.1, 0.1, 0.2], [0.0, -0.1, -0.3], [-0.2, -0.2, 0.3], [0.1, -0.1, -0.4], [1.3, -0.4, 0.5], [-0.1, 0.5, -0.7], [-1.3, 1.0, 0.9], [0.3, -0.1, -1.1], [-0.5, -0.8, -0.2], [0.7, 0.9, 0.2], [0.0, 0.2, -0.2], [0.1, 0.2, 0.3], [0.3, 0.0, 0.0], [-0.3, 0.0, 0.4], [0.2, -0.8, -0.1], [-0.3, -0.2, 0.1], [0.2, 0.2, 0.3], [-0.3, 0.0, -0.1], [-0.1, 0.0, -0.1], [0.2, -0.1, -0.1], [-0.5, 0.4, 0.5], [0.1, -0.2, -0.6], [-0.4, -0.3, 0.4], [0.0, 0.1, 0.0], [0.4, -0.3, -0.1], [0.6, -0.6, 0.1], [-0.5, -0.8, 0.5], [1.2, 0.8, -0.4], [-0.6, -1.1, -0.8], [0.1, 0.7, 0.3], [-0.6, 1.3, -0.2], [-0.7, -0.3, 0.0], [0.0, 0.1, -0.2], [0.0, 0.2, 0.1], [0.3, 0.3, -0.1], [0.0, -0.1, 0.2], [-0.4, -0.1, -0.4], [-0.5, -0.1, -0.3], [0.5, -0.1, 0.5], [0.0, -0.3, 0.0], [-0.1, 0.0, 0.4], [0.0, 0.4, 0.0], [0.2, -0.1, -0.2], [0.4, 0.1, 0.1], [0.0, -0.1, 0.1], [-0.1, -0.1, 0.1], [0.2, 0.0, -0.2], [-0.4, 0.3, -0.7], [1.0, -0.8, 0.6], [0.6, 0.1, -0.4], [-0.2, -0.3, 0.3], [0.9, -0.3, -0.4], [-0.5, 0.5, 0.0], [-0.7, -0.2, 0.3], [-0.2, 0.1, 0.0], [0.0, -0.1, 0.5], [0.2, 0.3, -0.1], [0.4, 0.0, 0.0], [-0.2, 0.6, -0.1], [-0.1, -0.4, 0.1], [0.0, -0.1, -0.5], [0.1, 0.0, 0.0], [-0.7, 0.0, 0.1], [0.3, -0.2, 0.2], [-0.1, 0.1, -0.3], [-0.2, 0.3, 0.4], [0.0, -0.4, 0.2], [0.2, 0.5, 0.0], [-0.2, -0.2, 0.0], [0.1, 0.0, 0.2], [0.8, -0.1, 0.3], [0.2, 0.7, -1.5], [-0.3, -1.1, -0.8], [0.6, 1.5, 0.2], [0.4, -0.3, -0.2], [0.0, -0.2, 0.3], [-0.2, 0.1, -0.1], [0.2, -0.1, 0.0], [0.1, 0.0, 0.1], [-0.8, 0.0, 0.2], [-0.1, 0.0, 0.1], [-0.2, 0.0, 0.1], [-0.1, 0.3, 0.7], [-0.1, -0.2, -0.2], [-0.3, -0.5, -0.1], [0.2, -0.2, 0.2], [-0.2, 0.4, 0.4], [-0.3, -0.3, 0.0], [0.4, 0.2, -0.1], [0.0, 0.0, 0.2], [-0.2, -0.2, 0.0]],
  "multiplicity": 1,
  "orbital_gap_ha": 0.3211,
  "lumo_energy_ev": 0.72,
  "energy_ha": -3800.43441,
  "charge": 0
}

---

{
  "formula": "C3H5NO2",
  "method": "the ωB97M-V functional and the def2-TZVPD basis",
  "elements": ["N", "C", "O", "C", "C", "O", "H", "H", "H", "H", "H"],
  "xyz": [[-1.895, -0.469, 0.080], [-0.731, 0.300, 0.057], [-0.838, 1.485, -0.194], [0.686, -0.039, 0.561], [1.686, -0.012, -0.584], [2.671, -0.704, -0.629], [-2.100, -1.371, -0.336], [-2.688, 0.163, 0.064], [0.817, -0.919, 1.185], [0.943, 0.845, 1.182], [1.448, 0.720, -1.386]],
  "atomic_forces_ev_per_a": [[0.2, 0.1, 0.3], [0.0, 0.9, 0.5], [-0.4, 0.1, -0.3], [-0.2, -0.4, 0.0], [0.2, -0.3, 0.0], [-0.4, 0.3, 0.0], [0.8, 0.1, 0.3], [0.1, -0.2, -0.3], [-0.1, -0.2, -0.2], [-0.2, -0.4, -0.3], [0.1, -0.1, 0.1]],
  "smiles": "NC(=O)CC=O",
  "multiplicity": 1,
  "orbital_gap_ha": 0.3906,
  "lumo_energy_ev": 0.65,
  "energy_ha": -322.53489,
  "charge": 0
}